C5H10NO | ωB97M-V/def2-TZVPD

Properties
ΔE to the lowest compared entry with this formula, charge and spin (kJ/mol): 632.9
⟨S²⟩: 2.0081
Largest force on an atom (eV/A): 11.2
Charge: +1
Spin multiplicity: 3

The geometry in XYZ format:
```
17
Properties=species:S:1:pos:R:3:lowdin_charge:R:1
C 0.404 -0.440 -0.442 0.03
C -1.625 0.751 -0.276 -0.04
C -1.614 -1.746 0.042 -0.02
C 3.789 0.027 -0.320 0.07
C -0.927 -0.571 -0.694 -0.43
N 1.434 -0.208 0.048 0.17
O 2.610 -0.038 0.522 0.09
H -1.361 0.923 0.843 0.12
H -1.402 1.584 -1.046 0.12
H -2.748 0.558 -0.279 0.11
H -2.310 -1.368 0.910 0.13
H -2.180 -2.306 -0.698 0.09
H -0.883 -2.396 0.651 0.11
H 3.581 0.901 -0.937 0.13
H 4.073 -0.857 -0.896 0.13
H 4.491 0.110 0.381 0.06
H -1.127 -0.632 -1.702 0.11
```